[1]
{"formula": "C19H50BO18", "method": "ωB97M-V/def2-TZVPD", "e_tot_ha": -2133.20153, "total_charge": -1, "lumo_energy_ev": 2.191, "homo_lumo_gap_ev": 9.79, "elements": ["H", "H", "H", "H", "H", "C", "C", "C", "C", "C", "O", "O", "H", "H", "H", "H", "O", "B", "H", "H", "H", "H", "O", "H", "H", "H", "H", "H", "H", "C", "O", "O", "O", "C", "O", "H", "C", "H", "H", "H", "H", "H", "C", "O", "O", "O", "H", "H", "C", "H", "H", "C", "H", "H", "H", "C", "H", "O", "H", "C", "H", "C", "O", "H", "H", "H", "O", "H", "H", "H", "H", "O", "C", "O", "C", "C", "H", "H", "H", "O", "C", "H", "C", "H", "H", "O", "H", "H"], "xyz": [[3.100, -1.886, -3.265], [-4.882, -2.941, -4.467], [-6.563, -0.697, -4.628], [-0.300, -3.873, 4.563], [1.338, 5.399, -8.298], [1.477, 0.845, 2.151], [-5.634, -1.235, -4.816], [-2.104, 1.253, -0.566], [4.027, -3.109, -1.768], [-7.605, 4.847, 0.896], [6.970, -4.134, 6.700], [8.596, -1.684, 1.995], [-5.005, -0.988, -3.961], [6.579, -2.243, 7.155], [-2.284, -3.606, 2.989], [-3.141, 0.971, 6.495], [-3.183, 1.796, -0.769], [-0.146, 0.652, 0.549], [6.582, -1.493, 1.771], [-1.596, -6.363, 4.295], [4.295, 4.258, 4.457], [-5.623, 4.373, 1.778], [0.690, 1.575, 1.376], [3.324, 6.390, 5.019], [-7.065, 3.925, 2.775], [1.206, 2.998, -9.335], [-7.398, 6.215, 3.020], [-3.278, -4.598, 3.926], [3.658, 6.209, 3.402], [6.938, -2.837, 6.314], [-2.299, 1.818, 4.815], [1.739, -1.547, 2.587], [-0.851, -4.540, 4.978], [-1.265, -5.384, 3.949], [2.262, 1.187, 3.024], [-4.830, 0.217, -6.209], [3.860, -2.660, -3.156], [-3.175, -0.049, 4.940], [3.519, -3.501, -3.760], [1.939, 4.097, -7.369], [7.372, 0.071, 1.884], [4.898, -3.760, -1.690], [4.180, 6.262, 4.357], [0.245, -0.693, 1.044], [5.078, -2.098, -3.612], [-0.418, 4.083, -9.677], [0.283, 4.753, -7.047], [-1.769, 0.209, 5.947], [7.495, -0.950, 1.525], [5.159, -2.327, -4.541], [-2.673, -5.149, 2.363], [-2.394, -4.648, 3.291], [7.948, -2.510, 6.068], [7.506, -1.002, 0.437], [-7.516, 3.922, 0.326], [-2.664, 0.692, 5.555], [7.549, -4.258, 7.455], [4.820, 5.015, 4.728], [-3.962, -1.326, -6.325], [0.436, 3.456, -8.714], [-3.050, -5.567, -2.173], [-6.635, 4.644, 2.078], [-2.776, -4.870, -2.774], [6.194, -2.688, 5.531], [0.188, 4.582, -10.229], [4.067, -2.185, -1.192], [0.144, 0.737, -0.908], [-0.449, -5.587, 3.254], [9.356, -1.101, 1.936], [-8.635, 4.969, 1.230], [-1.350, -4.034, -1.478], [-6.531, 5.873, 2.788], [1.017, 4.481, -7.805], [-1.619, 0.926, 0.592], [-0.940, 1.106, -1.609], [-4.937, -0.867, -6.164], [-2.219, 1.492, 3.916], [-2.821, -3.236, -1.380], [-0.120, 2.710, -8.147], [-0.984, 1.430, -2.818], [1.190, -0.629, 1.961], [-5.648, -1.103, -6.956], [-2.191, -3.745, -2.109], [-1.704, -3.091, -2.833], [4.763, 7.182, 4.402], [-5.731, -2.672, -4.826], [-7.279, 5.650, 0.235], [3.254, -3.810, -1.453]], "lowdin_charge": [0.11, 0.07, 0.11, 0.09, 0.07, -0.39, -0.28, -0.39, -0.10, -0.09, -0.11, -0.12, 0.10, 0.07, 0.07, 0.07, 0.11, -0.80, 0.08, 0.11, 0.07, 0.12, 0.23, 0.07, 0.10, 0.10, 0.07, 0.07, 0.07, -0.21, -0.11, 0.10, -0.07, -0.34, 0.12, 0.06, -0.36, 0.08, 0.11, 0.08, 0.08, 0.08, -0.15, 0.21, -0.08, -0.10, 0.08, 0.07, -0.18, 0.08, 0.06, -0.11, 0.08, 0.07, 0.07, -0.19, 0.08, -0.13, 0.07, -0.32, 0.07, -0.30, -0.13, 0.09, 0.07, 0.08, 0.20, 0.11, 0.07, 0.07, 0.07, -0.10, -0.10, 0.21, -0.32, -0.09, 0.07, 0.07, 0.12, 0.08, -0.37, 0.06, -0.16, 0.08, 0.07, -0.10, 0.07, 0.08]}

=====

[2]
{"formula": "C19H51BClInO11", "method": "ωB97M-V/def2-TZVPD", "e_tot_ha": -2257.55132, "total_charge": -2, "lumo_energy_ev": 3.625, "homo_lumo_gap_ev": 3.96, "elements": ["C", "H", "H", "H", "H", "H", "C", "H", "H", "H", "H", "H", "H", "H", "H", "H", "C", "H", "O", "H", "C", "Cl", "O", "H", "H", "C", "O", "C", "H", "H", "H", "H", "H", "H", "H", "C", "H", "O", "C", "H", "O", "H", "C", "O", "C", "In", "H", "H", "O", "B", "C", "H", "H", "H", "C", "O", "H", "C", "H", "O", "H", "H", "O", "H", "H", "H", "H", "H", "C", "C", "C", "C", "C", "H", "H", "H", "H", "C", "H", "O", "H", "H", "H", "H"], "xyz": [[-8.525, 2.358, -3.290], [-1.959, -8.091, -3.993], [2.097, 2.800, 0.889], [-5.369, -1.510, -1.320], [-0.986, -5.408, -2.718], [8.515, 3.792, 3.671], [7.599, 4.378, 3.586], [3.929, 4.172, -2.101], [-8.273, 3.059, -2.494], [3.456, 1.669, 4.618], [1.223, -0.188, -1.422], [4.935, 4.660, -0.725], [2.837, 2.328, -0.629], [-3.871, -1.047, -2.151], [3.915, 5.854, -1.535], [7.262, 3.994, 1.501], [3.970, 4.811, -1.218], [-4.295, 1.655, 0.453], [0.072, -0.352, 1.333], [-0.366, -8.868, -4.098], [-7.886, 1.002, -3.021], [-0.183, -4.302, 1.610], [2.110, -1.418, 4.763], [3.719, 5.147, 1.326], [-3.829, -2.360, -0.987], [-0.887, -7.941, -3.849], [-6.480, 1.127, -2.877], [6.729, 3.873, 2.446], [-6.119, 1.456, -3.707], [-5.637, 0.919, -0.450], [3.854, 2.863, 0.721], [0.050, 0.189, 5.244], [3.236, 0.528, 3.276], [-4.153, 1.383, -1.286], [7.057, 4.305, 4.533], [2.840, 4.480, -0.252], [2.352, 0.010, 6.157], [5.562, 4.688, 2.316], [-1.301, -6.226, -2.065], [-8.149, 2.770, -4.231], [-1.193, -2.681, -1.847], [1.969, -1.472, 3.806], [2.906, 3.033, 0.198], [2.100, -1.495, 0.717], [-0.576, -7.512, -2.418], [1.272, -3.278, -0.133], [-4.330, -0.790, 0.858], [2.551, -4.453, -0.444], [0.758, -2.074, -2.799], [1.185, -0.550, 0.499], [-4.287, -1.395, -1.203], [5.050, 4.606, 3.129], [-2.160, -0.032, -0.764], [-8.235, 0.623, -2.058], [2.190, -0.037, 5.075], [-2.550, -0.333, 0.066], [1.882, 4.677, -0.736], [0.882, 0.661, 4.721], [0.685, 0.573, 3.649], [0.830, -7.378, -2.236], [-9.611, 2.281, -3.359], [4.299, 0.104, 4.620], [1.298, 0.338, -0.609], [-9.306, -0.144, -4.202], [0.911, 1.721, 4.987], [-7.843, 0.342, -5.075], [1.132, -6.638, -2.776], [-0.721, -0.492, 0.798], [-3.954, -0.406, -0.093], [3.368, 0.610, 4.358], [-4.553, 0.970, -0.357], [-8.227, -0.004, -4.111], [0.048, -2.561, -1.880], [7.230, 1.778, 2.688], [5.769, 2.285, 3.548], [-1.082, -5.912, -1.044], [-0.869, -8.313, -1.734], [6.346, 2.414, 2.629], [-2.383, -6.348, -2.163], [2.891, 5.362, 0.878], [-0.553, -7.168, -4.547], [5.726, 2.071, 1.802], [-7.765, -0.966, -3.894], [7.866, 5.424, 3.432]], "lowdin_charge": [-0.07, 0.07, 0.09, 0.06, 0.08, 0.08, -0.07, 0.08, 0.08, 0.07, 0.06, 0.07, 0.08, 0.08, 0.07, 0.14, -0.07, 0.07, 0.09, 0.07, -0.50, -0.22, -0.04, 0.04, 0.08, -0.08, -0.06, -0.49, 0.09, 0.06, 0.06, 0.08, 0.09, 0.07, 0.08, -0.48, 0.13, -0.07, -0.05, 0.08, -0.14, 0.09, -0.04, -0.12, -0.51, 0.46, 0.14, -0.11, -0.17, -1.09, -0.06, 0.10, 0.10, 0.14, -0.51, -0.05, 0.13, -0.05, 0.07, -0.06, 0.07, 0.07, 0.07, 0.07, 0.07, 0.08, 0.09, 0.05, -0.49, -0.07, -0.07, -0.06, -0.80, 0.08, 0.07, 0.06, 0.13, -0.05, 0.08, -0.07, 0.08, 0.08, 0.08, 0.07]}